Formula: C36H38As2N5O4Sr
Source: the OMol25 dataset
Level of theory: wB97M-V/def2-TZVPD

Geometry as XYZ:
```
86
Properties=species:S:1:pos:R:3
Sr -0.4244 0.1967 -1.3169
O -1.4122 2.9945 1.5094
C -0.0322 2.6826 1.7623
C 0.1910 1.6075 0.6661
O -0.2336 0.4302 0.8926
O 0.6832 1.9463 -0.4691
C 0.8555 3.9126 1.5996
C 2.1387 3.8553 1.0645
C 2.9421 4.9886 1.0266
C 2.4791 6.1964 1.5259
C 1.2082 6.2616 2.0797
C 0.4134 5.1249 2.1200
C 0.1118 2.0681 3.1588
C -0.9241 1.2881 3.6743
C -0.8168 0.7071 4.9267
C 0.3345 0.8911 5.6855
C 1.3689 1.6623 5.1818
C 1.2572 2.2488 3.9241
H -1.6674 3.7251 2.0851
H 2.5276 2.9274 0.6711
H 3.9367 4.9220 0.6038
H 3.1070 7.0775 1.4946
H 0.8392 7.1932 2.4890
H -0.5591 5.2110 2.5945
H -1.8198 1.1380 3.0885
H -1.6324 0.1104 5.3160
H 0.4180 0.4419 6.6672
H 2.2632 1.8226 5.7706
H 2.0703 2.8585 3.5517
C -4.1580 2.8659 -0.3179
As -3.1526 1.3811 -1.0322
C -4.1666 -0.0705 -0.2003
C -3.8563 1.2909 -2.8774
C -4.5742 2.3605 -3.4091
C -4.9810 2.3522 -4.7370
C -4.6698 1.2774 -5.5544
C -3.9442 0.2128 -5.0404
C -3.5255 0.2156 -3.7133
As -2.4668 -1.2793 -3.0222
C -3.8855 -2.5877 -2.9813
C -1.4805 -1.8500 -4.6036
H -5.1988 2.7811 -0.6205
H -3.7347 3.8111 -0.6464
H -4.0773 2.7983 0.7640
H -5.1771 -0.1021 -0.6021
H -4.2054 0.1286 0.8702
H -3.6807 -1.0308 -0.3519
H -4.8217 3.2194 -2.8002
H -5.5406 3.1908 -5.1311
H -4.9794 1.2710 -6.5916
H -3.7017 -0.6198 -5.6896
H -4.4587 -2.4978 -3.9004
H -4.5289 -2.4018 -2.1257
H -3.4631 -3.5877 -2.9035
H -2.1365 -2.3856 -5.2864
H -0.6693 -2.5034 -4.2902
H -1.0567 -0.9856 -5.1115
C 0.0225 -3.7511 -0.7504
C 1.2280 -2.9616 -1.1383
N 1.2241 -1.7121 -1.5593
C 2.5571 -1.3833 -1.7829
C 3.3474 -2.4444 -1.5116
N 2.4892 -3.4432 -1.0904
C 2.9023 -4.7824 -0.6552
N 4.0787 -4.7050 0.1446
N 5.2962 -4.9454 -0.4239
N 6.2112 -4.7162 0.4402
C 5.5981 -4.2942 1.6177
C 6.1681 -3.9146 2.8396
C 5.3045 -3.5167 3.8297
C 3.9015 -3.4929 3.6189
C 3.3352 -3.8682 2.4243
C 4.2361 -4.2753 1.4285
H -0.8731 -3.1833 -0.9965
H -0.0004 -3.9573 0.3221
H -0.0353 -4.7035 -1.2792
H 2.8603 -0.4071 -2.1262
H 4.4132 -2.5926 -1.5674
H 3.1195 -5.4170 -1.5090
H 2.0883 -5.2144 -0.0786
H 7.2396 -3.9346 2.9887
H 5.6958 -3.2106 4.7905
H 3.2581 -3.1674 4.4262
H 2.2638 -3.8407 2.2727
O -0.3627 1.5774 -3.2281
C -0.8992 2.5129 -2.8849
```

Summary:
* molar mass: 842.2 Da
* calculated total energy: -176098.018 eV
* net charge: +1
* highest occupied orbital energy: -10.96 eV